DFT (ωB97M-V with the def2-TZVPD basis set) results for C84H210As3F18N12O9 as an isolated structure at a distorted geometry.

Net charge = +9
E_tot = -13162.05027 Ha
Largest force on an atom = 0.12573 hartree/bohr

Each line ends with the Löwdin charge.
Geometry (Å):
C: -11.6509 -6.2590 -2.5785  -0.016
C: -10.3832 -5.5284 -1.9439  -0.113
N: -9.1026 -5.5071 -2.7344  -0.295
C: -9.5027 -5.3965 -4.1581  -0.003
C: -8.2241 -4.4116 -2.4317  -0.200
C: -8.5692 -3.0208 -2.9478  -0.043
C: -8.3828 -6.8251 -2.5647  -0.069
C: -7.8523 -7.1623 -1.1844  -0.184
O: -6.5389 -6.6411 -1.0736  -0.194
C: -5.8759 -6.9151 0.1358  -0.087
H: -11.3466 -7.2234 -3.0246  0.090
H: -12.3451 -5.6738 -3.1898  0.095
H: -12.2391 -6.4701 -1.7008  0.082
H: -10.0969 -6.0175 -1.0330  0.103
H: -10.6022 -4.5185 -1.6416  0.127
H: -10.2049 -4.6423 -4.4439  0.117
H: -9.9154 -6.3084 -4.4601  0.090
H: -8.6668 -5.1764 -4.8020  0.120
H: -7.2657 -4.6941 -2.8678  0.139
H: -7.9938 -4.4334 -1.3322  0.157
H: -8.2530 -2.8378 -3.9974  0.100
H: -8.0115 -2.3968 -2.3322  0.061
H: -9.6301 -2.7582 -2.9355  0.090
H: -7.6478 -6.9780 -3.3354  0.150
H: -9.1819 -7.4958 -2.8879  0.134
H: -7.7946 -8.2992 -1.1771  0.167
H: -8.5178 -6.9326 -0.3887  0.109
H: -6.4812 -6.5998 0.9696  0.085
H: -4.9930 -6.2902 0.0578  0.092
H: -5.5584 -7.9475 0.2625  0.098
C: 7.5005 -9.1770 4.4861  -0.035
C: 6.6540 -8.0042 4.1058  -0.163
N: 5.5316 -8.3020 3.1042  -0.303
C: 6.0871 -8.7742 1.7926  0.041
C: 4.5986 -9.2527 3.6381  -0.178
C: 4.0636 -8.8982 5.0765  -0.039
C: 4.8072 -7.0023 2.7572  -0.063
C: 3.5478 -7.0057 1.8035  -0.223
O: 3.8538 -7.3714 0.5094  -0.225
C: 2.7028 -7.4586 -0.3925  -0.036
H: 8.0021 -9.6506 3.6465  0.093
H: 6.8318 -9.8830 4.9329  0.070
H: 8.1986 -8.8282 5.2527  0.114
H: 7.3180 -7.2735 3.6495  0.134
H: 6.1086 -7.5244 4.9201  0.124
H: 6.6784 -7.9422 1.4308  0.117
H: 5.2022 -8.9468 1.1812  0.103
H: 6.6385 -9.7009 1.8819  0.113
H: 5.0453 -10.2562 3.6549  0.147
H: 3.6973 -9.2735 2.9861  0.133
H: 3.1975 -9.5287 5.3659  0.102
H: 3.7877 -7.8571 5.3090  0.081
H: 4.8309 -9.1414 5.8103  0.074
H: 5.5825 -6.3776 2.3285  0.131
H: 4.4325 -6.5527 3.7146  0.141
H: 3.3080 -5.9350 1.7965  0.134
H: 2.7515 -7.5880 2.2550  0.122
H: 2.0401 -6.5782 -0.1981  0.098
H: 2.0617 -8.3390 -0.1576  0.099
H: 3.2278 -7.5741 -1.3461  0.097
C: -3.4449 0.2255 12.8767  0.045
N: -2.6124 0.6165 14.0801  -0.355
C: -1.6837 1.6793 13.7518  -0.027
C: -3.5215 1.2025 15.1463  0.041
C: -1.7638 -0.5463 14.6061  -0.070
C: -2.4635 -1.8332 14.9857  -0.237
O: -3.6400 -1.5959 15.6768  -0.056
H: -4.1542 -0.5079 13.1736  0.100
H: -2.6996 -0.1788 12.2157  0.102
H: -3.9087 1.1292 12.4283  0.126
H: -2.1755 2.5439 13.3565  0.113
H: -1.0105 1.3208 12.9733  0.121
H: -1.1678 1.9615 14.6289  0.103
H: -4.1612 0.5000 15.6506  0.100
H: -4.1254 1.9477 14.7023  0.099
H: -2.8140 1.6549 15.8391  0.118
H: -1.1423 -0.1320 15.3661  0.138
H: -1.1584 -0.7462 13.7672  0.118
H: -1.7072 -2.2932 15.6655  0.152
H: -2.6304 -2.4940 14.1568  0.122
H: -4.0302 -2.4584 15.9581  0.146
C: -8.3012 10.6708 0.2864  0.050
N: -9.4856 9.8874 -0.2710  -0.364
C: -10.3612 9.5460 0.8572  0.013
C: -10.2520 10.6801 -1.2308  -0.013
C: -9.0621 8.5952 -1.0554  -0.036
C: -7.9995 7.6681 -0.3721  -0.279
O: -6.7616 8.1729 -0.4810  -0.023
H: -7.7227 11.1509 -0.4909  0.118
H: -7.7198 9.9455 0.8239  0.092
H: -8.6941 11.4514 0.9436  0.122
H: -11.1778 9.0078 0.4733  0.098
H: -10.7085 10.4451 1.3443  0.125
H: -9.7436 8.8481 1.4584  0.118
H: -9.6843 10.8762 -2.1792  0.137
H: -10.2904 11.6534 -0.8037  0.105
H: -11.2186 10.3106 -1.5126  0.119
H: -8.6108 8.9652 -1.9247  0.109
H: -9.9701 8.0929 -1.3640  0.140
H: -8.0960 6.6873 -0.8705  0.142
H: -8.3239 7.5293 0.6412  0.103
H: -6.1634 7.4418 -0.6990  0.123
C: 2.4938 5.0807 0.9006  0.000
N: 3.7566 5.7489 0.4239  -0.321
C: 4.8682 4.7597 0.7281  0.030
C: 3.6555 5.9251 -1.0429  -0.009
C: 3.9833 7.0662 1.1890  -0.068
C: 4.9098 8.0709 0.5446  -0.261
O: 6.1533 7.4849 0.3889  -0.060
H: 2.4731 4.8214 1.9710  0.114
H: 2.4721 4.0949 0.4952  0.085
H: 1.5849 5.6126 0.7111  0.108
H: 4.7430 3.8384 0.1498  0.112
H: 4.8108 4.6427 1.8202  0.118
H: 5.7805 5.2509 0.3879  0.093
H: 3.5140 5.0342 -1.5940  0.061
H: 4.4618 6.4709 -1.4683  0.091
H: 2.8110 6.5864 -1.3064  0.129
H: 4.3302 6.7588 2.2236  0.163
H: 2.9873 7.5054 1.2575  0.137
H: 5.0002 9.0138 1.1110  0.145
H: 4.5548 8.3658 -0.4590  0.123
H: 6.7987 8.1241 0.0338  0.129
C: -0.4512 -1.0779 -0.5406  0.003
N: -0.3185 -0.5322 0.8440  -0.369
C: -1.0328 0.7874 0.8462  0.018
C: -0.9309 -1.4532 1.7836  0.002
C: 1.0821 -0.2498 1.1292  -0.173
C: 2.1081 -1.3293 1.3123  -0.187
O: 2.5551 -1.9501 0.0758  -0.080
H: 0.0206 -2.0467 -0.5486  0.098
H: -0.0838 -0.4013 -1.3209  0.077
H: -1.5634 -1.2758 -0.6863  0.102
H: -2.0230 0.6563 0.3364  0.090
H: -0.3453 1.4610 0.3228  0.089
H: -1.1689 1.1264 1.9056  0.107
H: -1.9798 -1.5610 1.4661  0.117
H: -0.8509 -1.1402 2.8068  0.100
H: -0.4801 -2.4183 1.5884  0.102
H: 1.0513 0.3787 2.0402  0.100
H: 1.3932 0.4864 0.3625  0.115
H: 1.7316 -2.1292 1.9545  0.118
H: 2.8892 -0.7578 1.8567  0.140
H: 3.0329 -1.3350 -0.5051  0.076
C: -2.0060 1.3890 -6.4759  0.035
N: -2.9390 1.1209 -7.6610  -0.338
C: -3.6012 2.4198 -8.0153  0.015
C: -2.1533 0.6132 -8.8206  -0.013
C: -4.0620 0.1566 -7.2431  -0.102
C: -5.1067 -0.1360 -8.2640  -0.196
O: -4.4783 -1.0250 -9.2414  -0.076
H: -1.2055 1.9323 -6.9021  0.087
H: -1.6374 0.3953 -6.0882  0.136
H: -2.5190 1.8971 -5.6614  0.087
H: -4.0874 2.2612 -8.9794  0.114
H: -2.8180 3.1579 -8.0831  0.100
H: -4.1981 2.7166 -7.1418  0.124
H: -1.4331 -0.2329 -8.6805  0.133
H: -1.4969 1.4234 -9.2164  0.121
H: -2.7262 0.3162 -9.6657  0.083
H: -4.5773 0.6047 -6.4046  0.132
H: -3.5795 -0.7808 -6.9873  0.147
H: -5.5669 0.6952 -8.8321  0.130
H: -5.9573 -0.6265 -7.7550  0.140
H: -5.1266 -1.6191 -9.6231  0.098
C: -0.2709 8.4369 -7.4702  0.008
N: -0.6181 9.5342 -8.4245  -0.337
C: 0.4708 9.7394 -9.5109  0.047
C: -1.8633 9.2292 -9.1527  -0.034
C: -0.9465 10.8502 -7.6197  -0.062
C: 0.2431 11.6649 -7.0506  -0.232
O: 1.3243 10.9619 -6.4853  -0.055
H: -0.2332 7.4920 -8.0310  0.117
H: -1.0007 8.4460 -6.6808  0.101
H: 0.6958 8.6158 -7.0205  0.096
H: 0.1893 10.6830 -9.9618  0.108
H: 0.6040 8.9140 -10.2173  0.119
H: 1.4631 9.9417 -9.0624  0.111
H: -2.6536 9.1331 -8.4272  0.104
H: -1.8884 8.3266 -9.7555  0.115
H: -2.1424 10.0429 -9.8340  0.124
H: -1.7161 10.5348 -6.8870  0.136
H: -1.4944 11.4836 -8.3372  0.137
H: -0.1062 12.3746 -6.3018  0.133
H: 0.4731 12.3223 -7.9159  0.136
H: 2.0804 11.4475 -6.8915  0.128
C: 7.4889 5.4326 10.6208  0.034
N: 6.3708 6.3525 11.1048  -0.361
C: 6.7055 6.7170 12.5558  0.033
C: 6.3440 7.5583 10.2310  0.001
C: 5.0652 5.5612 11.0614  -0.073
C: 4.3048 5.5788 9.7072  -0.249
O: 5.0428 4.9259 8.7305  -0.064
H: 7.2929 5.2072 9.6127  0.079
H: 7.3593 4.5454 11.2741  0.122
H: 8.4322 5.9536 10.7661  0.116
H: 5.9482 7.4590 12.8106  0.115
H: 7.7155 7.0610 12.6297  0.103
H: 6.7059 5.8619 13.2464  0.123
H: 7.3024 8.1041 10.3473  0.131
H: 5.5706 8.2745 10.4632  0.110
H: 6.1394 7.2429 9.1882  0.113
H: 4.5003 6.1247 11.7970  0.131
H: 5.3069 4.5135 11.3797  0.154
H: 4.0783 6.5842 9.4249  0.106
H: 3.4034 4.9973 9.9467  0.136
H: 4.4994 4.6482 7.9409  0.141
C: 7.6382 -8.8443 -7.0395  -0.249
C: 8.1216 -7.6748 -6.7815  0.022
C: 5.9704 -8.0373 -7.6289  -0.066
C: 5.7571 -7.2684 -8.9548  -0.142
N: 4.5029 -7.6304 -9.6437  -0.208
C: 4.0281 -9.1174 -9.5307  -0.100
C: 5.0298 -9.8739 -10.3216  -0.142
C: 5.1460 -9.0473 -11.6113  -0.105
C: 4.7125 -7.6045 -11.2399  -0.028
C: 3.3229 -6.6944 -9.3387  -0.145
C: 2.9812 -6.6270 -7.8618  -0.196
C: 1.8065 -5.5969 -7.6606  -0.077
H: 9.2827 -10.6049 -5.9842  -0.013
H: 7.9965 -9.4378 -7.8777  0.091
H: 7.2121 -9.4442 -6.2607  0.047
H: 8.1959 -7.0243 -7.6623  0.100
H: 8.1783 -7.3160 -5.7499  0.095
H: 5.8630 -7.3635 -6.8134  0.064
H: 5.4782 -8.9671 -7.5920  0.065
H: 6.5106 -7.6787 -9.6625  0.139
H: 5.8711 -6.1992 -8.8748  0.136
H: 3.0654 -9.1517 -10.0629  0.152
H: 3.7759 -9.3200 -8.5346  0.101
H: 4.7175 -10.8627 -10.5231  0.122
H: 5.9622 -10.0129 -9.7172  0.133
H: 4.4330 -9.3884 -12.3444  0.121
H: 6.1383 -9.1650 -12.0909  0.140
H: 3.7378 -7.3066 -11.5815  0.116
H: 5.4283 -6.8033 -11.3828  0.129
H: 2.4681 -7.0230 -9.9501  0.136
H: 3.5861 -5.7404 -9.7992  0.138
H: 3.8720 -6.4091 -7.3106  0.082
H: 2.6608 -7.6517 -7.5623  0.125
H: 1.4760 -5.6100 -6.6319  0.064
H: 1.0000 -5.7006 -8.3759  0.073
H: 2.0620 -4.5218 -7.7648  0.081
C: -5.5292 -3.0136 5.6997  -0.121
C: -6.7714 -3.1316 4.9021  -0.254
C: -7.7523 -2.0212 5.2485  -0.187
C: -7.2295 -0.5798 5.0891  -0.111
N: -8.2830 0.4499 5.1647  -0.230
C: -8.8921 0.4692 3.7750  -0.098
C: -7.9604 1.3066 2.9449  -0.141
C: -7.1969 2.2433 3.9283  -0.124
C: -7.7501 1.8308 5.2612  -0.125
C: -9.3547 0.0969 6.1830  -0.124
C: -9.0137 0.0093 7.6798  -0.218
C: -10.2631 -0.2789 8.5102  -0.070
H: -5.7688 -2.7544 6.7488  0.092
H: -4.8435 -2.2487 5.3412  0.075
H: -4.8984 -3.8965 5.7884  0.081
H: -7.3745 -4.0382 5.1392  0.129
H: -6.5725 -3.2320 3.7954  0.129
H: -8.0293 -2.0894 6.2920  0.105
H: -8.6831 -2.1543 4.7496  0.099
H: -6.6994 -0.3733 4.1606  0.135
H: -6.5338 -0.3712 5.8995  0.141
H: -9.8596 1.0003 3.8541  0.155
H: -8.9359 -0.5638 3.4332  0.136
H: -8.6026 1.9304 2.2857  0.133
H: -7.2923 0.6992 2.3411  0.115
H: -7.3308 3.2914 3.7117  0.114
H: -6.0881 2.0784 3.9419  0.134
H: -8.5987 2.5001 5.5353  0.158
H: -7.1184 1.8983 6.1381  0.136
H: -9.8466 -0.7858 5.7964  0.129
H: -10.1866 0.8171 6.1786  0.140
H: -8.4778 0.9406 7.9715  0.122
H: -8.2578 -0.7154 7.9172  0.091
H: -11.1069 0.2461 8.0778  0.078
H: -10.2095 0.0548 9.5218  0.075
H: -10.5766 -1.3376 8.5849  0.100
C: 9.3616 2.7815 0.2701  -0.111
C: 8.5914 2.5156 -0.9956  -0.277
C: 9.4586 1.5986 -1.8396  -0.201
C: 8.6426 0.7417 -2.8293  -0.112
N: 9.4768 -0.0210 -3.8498  -0.207
C: 10.2201 0.9386 -4.8103  -0.044
C: 9.0691 1.3499 -5.7329  -0.131
C: 8.0660 0.1491 -5.9089  -0.103
C: 8.5565 -0.8382 -4.8429  -0.064
C: 10.4751 -0.9155 -3.1458  -0.150
C: 9.8503 -1.8822 -2.1813  -0.257
C: 10.7995 -2.8883 -1.5381  -0.069
H: 9.2507 1.9514 1.0272  0.099
H: 8.8446 3.6530 0.7262  0.077
H: 10.4269 2.9163 0.0057  0.094
H: 8.4406 3.4084 -1.5705  0.102
H: 7.5449 2.0620 -0.8320  0.138
H: 10.0796 0.8669 -1.2583  0.124
H: 10.1833 2.1718 -2.4238  0.113
H: 7.9504 1.3947 -3.4593  0.153
H: 8.0465 0.0589 -2.2733  0.113
H: 10.9140 0.3917 -5.4178  0.139
H: 10.6185 1.7716 -4.2448  0.126
H: 9.3955 1.8272 -6.5875  0.101
H: 8.5398 2.1123 -5.2356  0.085
H: 8.1673 -0.3304 -6.8574  0.106
H: 7.0339 0.5194 -5.7688  0.126
H: 9.2334 -1.6867 -5.0933  0.144
H: 7.6799 -1.1952 -4.2803  0.129
H: 11.1893 -0.2560 -2.6673  0.131
H: 11.0552 -1.5175 -3.9088  0.162
H: 9.0802 -2.2904 -2.7851  0.090
H: 9.3502 -1.3640 -1.3752  0.103
H: 11.4255 -3.4627 -2.2381  0.087
H: 10.1973 -3.5841 -0.9449  0.081
H: 11.5383 -2.3003 -0.9234  0.105
As: 0.6449 1.9490 4.6848  0.748
F: 2.4212 1.8769 5.1507  -0.314
F: 0.5306 3.5983 5.2598  -0.264
F: -0.9250 2.0623 4.1234  -0.233
F: 0.7342 0.2535 4.0645  -0.298
F: 0.1957 1.2338 6.1167  -0.211
F: 1.1130 2.5365 3.0578  -0.297
As: -3.5349 0.6953 -2.3334  0.790
F: -5.1533 1.2225 -1.8091  -0.288
F: -3.4678 1.9354 -3.5496  -0.266
F: -1.9145 0.1807 -2.8095  -0.261
F: -3.6518 -0.5859 -1.1275  -0.282
F: -4.3090 -0.3942 -3.5602  -0.311
F: -2.8336 1.6906 -1.1410  -0.241
As: 2.0541 1.7621 -2.5963  0.922
F: 2.6815 3.3745 -2.0645  -0.300
F: 0.6314 1.8907 -1.5644  -0.263
F: 1.4617 0.1274 -2.9060  -0.270
F: 3.5779 1.5684 -3.5692  -0.303
F: 2.9328 1.0015 -1.2087  -0.305
F: 1.1698 2.4989 -3.9818  -0.282